[1]
Molecular formula: C16H48O14
Method: DFT, ωB97M-V/def2-TZVPD

Geometry as XYZ:
```
78
Properties=species:S:1:pos:R:3:forces:R:3
O 4.251673 -3.083667 -1.400212 -0.07 -0.23 -0.03
C 4.028159 -2.117648 -0.383739 -0.01 0.96 -0.33
C 2.659898 -1.421557 -0.575249 1.10 -0.81 -0.08
O 2.627394 -0.900806 -1.888108 0.45 0.29 0.22
H 4.348073 -2.600566 -2.236295 -0.20 -0.14 0.38
H 4.128775 -2.567953 0.614883 -0.26 -0.17 -0.43
H 4.845581 -1.392993 -0.471898 -0.19 0.30 0.24
H 2.436006 -0.698335 0.209146 0.22 0.29 -0.04
H 1.916281 -2.184530 -0.542376 -0.74 -0.81 0.41
H 1.711267 -0.670391 -2.051695 -0.45 0.24 -0.11
O 3.116671 -6.974943 0.402104 -0.16 1.05 -0.79
C 3.190783 -5.791857 -0.490288 1.46 -0.31 1.64
C 2.619405 -6.156149 -1.793661 -1.14 -0.58 -1.41
O 1.273897 -6.634961 -1.675857 0.50 0.57 -0.66
H 3.665422 -7.627976 -0.049119 -0.06 -0.12 0.23
H 2.746432 -4.940186 0.027410 -0.45 -0.35 -0.08
H 4.251148 -5.524868 -0.581387 -0.20 0.01 -0.23
H 3.239995 -6.930951 -2.257267 0.11 -0.23 0.09
H 2.555037 -5.381409 -2.538640 0.34 0.75 0.07
H 1.275870 -7.006462 -0.810492 -0.42 -0.80 1.17
O 0.895621 3.311532 2.823896 -1.59 0.66 -0.93
C 0.028250 3.950588 3.771949 0.80 0.75 -1.10
C -0.553721 3.004837 4.755437 -0.51 -2.02 -0.71
O 0.533029 2.393906 5.432554 0.20 0.41 0.56
H 1.432258 2.735174 3.330835 0.98 -0.89 0.81
H 0.689486 4.683970 4.245654 -0.47 0.06 0.64
H -0.732580 4.527618 3.236006 0.05 -0.32 -0.12
H -1.209652 2.172500 4.360104 0.87 0.93 -0.48
H -1.252487 3.479853 5.394638 -0.25 0.92 1.21
H 0.506180 1.459640 5.262768 -0.04 -0.54 0.06
O -2.640583 -0.163563 3.535077 0.95 -0.14 -0.49
C -3.587537 0.679699 4.091081 -0.47 0.91 0.71
C -4.635742 1.088457 3.078846 -0.96 0.24 1.12
O -5.663328 1.833047 3.752706 -1.26 -0.61 -0.53
H -2.237976 0.280603 2.752159 -0.20 -0.32 0.39
H -4.046818 0.159244 4.941283 -0.08 0.07 -0.30
H -3.177049 1.622854 4.503681 0.10 -0.36 -0.05
H -5.050532 0.192676 2.659374 -0.26 -0.65 -0.45
H -4.239995 1.721566 2.311386 0.55 0.25 -0.63
H -6.551302 1.533291 3.420535 1.45 0.52 0.54
O -0.157342 -0.271404 -1.249128 -0.11 1.37 -0.10
C -1.167275 0.741046 -1.249803 -0.84 -0.15 -1.36
C -1.465125 1.416795 0.088360 1.91 -1.10 -0.27
O -2.081367 0.518442 1.052796 0.77 1.37 -0.81
H -0.621498 -1.050408 -0.983440 -0.41 -1.30 0.43
H -0.878314 1.482468 -2.026085 0.08 -0.06 0.81
H -2.134932 0.345212 -1.686828 0.85 0.04 0.63
H -2.046740 2.266384 -0.189725 -0.88 0.74 0.34
H -0.497272 1.768667 0.498676 -0.65 -0.22 0.17
H -2.952464 0.338952 0.692486 -0.32 -0.58 -0.23
O -1.747681 -2.206567 0.024698 1.39 0.26 -0.10
C -2.929340 -2.922976 0.075996 -0.60 -0.90 -0.66
C -3.923508 -2.172503 0.840398 -0.81 1.01 0.49
O -4.263777 -1.031787 0.049481 -0.81 0.78 0.19
H -1.565309 -1.873502 0.917612 0.06 0.04 -0.34
H -3.325147 -3.096864 -0.938760 0.41 0.19 0.21
H -2.821232 -3.894917 0.532724 0.34 -0.56 0.22
H -3.500024 -1.784966 1.765992 0.13 -0.34 0.42
H -4.782353 -2.793441 1.075486 -0.36 -0.04 -0.05
H -4.835888 -0.446377 0.577841 0.07 -0.46 -0.36
C -0.167187 4.300447 -3.352748 0.13 -1.23 0.61
C -0.687018 4.607105 -1.950175 -0.17 -1.19 -1.09
O -2.108321 4.382597 -1.997254 0.02 0.45 0.66
H 0.907394 4.210522 -3.395032 0.47 0.25 0.20
H -0.483370 4.961303 -4.107701 -0.46 1.21 -0.72
H -0.521682 3.319229 -3.689898 -0.16 0.01 0.33
H -0.475306 5.621777 -1.649832 0.21 0.28 0.21
H -0.211720 3.865827 -1.286136 -0.15 0.48 0.22
H -2.511559 4.897803 -1.279591 0.13 -0.31 -0.36
C 3.871689 2.509286 -3.531779 0.90 -1.01 0.14
C 3.575612 1.118046 -4.153129 -1.41 1.22 -0.40
O 4.663880 0.711643 -4.945837 1.20 1.18 0.54
H 3.224773 2.744694 -2.690392 -0.06 -0.32 0.19
H 3.831848 3.386376 -4.176582 -0.03 -0.37 -0.52
H 4.909072 2.405108 -3.183118 -0.23 0.40 0.23
H 2.689321 1.236302 -4.792450 -0.08 -0.13 -0.02
H 3.316172 0.382371 -3.395343 0.33 0.17 0.15
H 4.479733 -0.052011 -5.459014 -0.55 -0.97 -0.49
```
Positions in Å, forces in eV/Å.

Properties
**Frontier orbital gap**: 9.862 eV
**Structure (SMILES)**: OCCO.OCCO.OCCO.OCCO.OCCO.OCCO.CCO.CCO
**E_LUMO**: 0.120 eV
**Relative energy (zero: lowest compared OMol25 entry of this formula, charge and spin)**: 0.0 kJ/mol
**HOMO**: -9.74 eV

Results of the Löwdin charge analysis, in e, for atoms 1 through 6: atom 1 (O): -0.0835, atom 2 (C): -0.2247, atom 3 (C): -0.2317, atom 4 (O): -0.0874, atom 5 (H): 0.0941, atom 6 (H): 0.1211

***

[2]
Molecular formula: C16H48O8
Method: DFT, ωB97M-V/def2-TZVPD

Geometry as XYZ:
```
72
Properties=species:S:1:pos:R:3:forces:R:3
C -4.797557 1.166835 2.176661 1.15 -3.29 0.72
C -3.895473 0.454048 1.159923 0.76 2.62 -0.32
O -2.592997 1.111215 1.152013 0.70 -0.61 0.08
H -4.417670 0.852317 3.192775 -0.48 0.86 -0.85
H -5.775966 0.746260 2.062040 -0.83 -0.18 0.10
H -4.845133 2.188671 2.015637 0.16 1.99 -0.10
H -4.312368 0.532879 0.137753 0.25 0.05 0.39
H -3.785628 -0.558466 1.386462 0.13 -1.76 0.44
H -1.824648 0.635577 1.624122 -1.62 0.31 -0.71
C -1.234522 -1.098381 4.373870 -0.50 0.97 1.00
C -0.547934 0.122941 3.828513 0.98 -0.91 1.52
O -0.452639 -0.016755 2.457325 0.11 0.55 -1.44
H -1.117996 -1.142481 5.474611 -0.05 -0.31 -0.56
H -0.787877 -1.921621 3.852258 -0.17 -0.87 0.13
H -2.296251 -0.935847 4.148765 0.10 -0.79 -0.02
H 0.413240 0.280096 4.315847 0.29 -0.09 -0.34
H -1.124201 0.962495 4.107488 -0.78 1.32 -0.24
H 0.343446 -0.492762 2.169453 -0.10 0.37 -0.03
C 3.220312 1.406217 1.688974 0.22 -0.18 -0.10
C 3.790764 1.031303 3.006913 0.76 -2.12 0.36
O 2.713208 0.588622 3.823506 -0.54 0.19 0.80
H 2.693963 0.556806 1.236396 0.16 0.37 -0.07
H 4.028314 1.771275 1.079139 0.34 -0.12 -0.66
H 2.574686 2.242360 1.841611 -0.83 0.46 -0.03
H 4.347907 1.839675 3.468249 0.06 0.23 0.13
H 4.463369 0.121784 2.912171 -0.22 1.14 -0.09
H 2.953367 0.617105 4.760036 0.09 -0.01 -0.38
C 0.407631 5.445741 0.805252 0.26 -0.16 -0.29
C 0.030784 3.992736 1.100262 -0.75 0.61 -0.63
O 0.581556 3.594312 2.308675 0.09 -0.62 1.71
H -0.024840 6.062317 1.600136 0.04 -0.07 -0.09
H -0.084689 5.737203 -0.143627 0.58 0.03 0.35
H 1.499718 5.649077 0.816813 -0.64 -0.27 -0.34
H 0.260914 3.218173 0.345992 0.01 0.69 -0.21
H -1.050056 4.054892 1.231864 -0.30 -0.41 -0.37
H -0.093961 3.056821 2.757826 0.69 0.16 -0.15
C -1.550719 -2.567765 -3.417431 -2.01 -0.99 0.05
C -1.567269 -4.014194 -3.884549 0.87 0.01 0.66
O -0.231019 -4.515544 -3.701982 0.30 2.01 -0.12
H -0.885403 -1.944958 -3.935155 0.95 0.74 -0.90
H -1.360676 -2.493494 -2.379178 0.64 -0.26 1.02
H -2.561381 -2.165028 -3.467073 -0.17 0.14 -0.51
H -1.823952 -4.116690 -4.931608 -0.28 0.07 -0.23
H -2.222135 -4.627112 -3.261642 -0.31 0.18 -0.15
H -0.211569 -5.438104 -3.610192 -0.12 -1.88 0.08
C 3.202800 -1.122849 -2.581827 1.04 0.36 0.61
C 2.946455 -2.232984 -3.582050 -1.66 -0.01 1.47
O 1.574566 -2.235795 -3.997437 0.07 0.80 -0.24
H 4.327404 -1.016938 -2.389831 -1.45 -0.38 -0.02
H 2.643395 -1.274521 -1.623650 0.65 0.35 -0.86
H 2.926862 -0.164949 -3.040718 -0.23 -0.16 0.26
H 3.164506 -3.190784 -3.131996 0.42 -0.40 -0.05
H 3.523629 -2.044905 -4.433110 1.05 -0.07 -1.41
H 1.076000 -3.016269 -3.745524 0.29 -0.45 0.16
C 0.498982 -2.905525 0.714299 0.11 -0.04 2.21
C 0.374481 -1.901110 -0.341868 -1.05 2.53 -2.51
O 0.943392 -0.588341 -0.007138 0.76 -2.30 1.06
H 0.365659 -3.925378 0.318986 -0.20 0.41 0.29
H -0.165835 -2.679010 1.605068 0.66 -0.57 -0.98
H 1.550893 -2.811933 1.047040 -0.40 -0.32 0.14
H -0.668533 -1.667413 -0.744770 1.15 -0.67 0.81
H 0.942536 -2.300129 -1.194413 -0.18 0.32 -0.11
H 0.345128 0.118014 -0.226380 -0.61 0.31 -0.69
C -0.023161 1.559843 -3.485956 -0.84 -0.27 0.36
C -1.249035 1.405204 -2.518923 -0.18 -0.14 -2.21
O -0.804481 1.042028 -1.263214 2.05 -0.17 0.21
H 0.375683 0.523472 -3.639606 0.13 1.16 -0.04
H 0.672345 2.257589 -3.017832 0.36 -0.46 0.24
H -0.250235 2.077870 -4.445441 -0.32 -0.80 0.50
H -1.852962 0.508329 -2.856774 -0.03 1.42 -0.26
H -1.808983 2.374704 -2.455466 0.09 -0.93 -0.27
H -1.478137 1.221241 -0.648331 -1.65 0.33 1.72
```
Positions in Å, forces in eV/Å.

Properties
**Frontier orbital gap**: 10.238 eV
**Structure (SMILES)**: CCO.CCO.CCO.CCO.CCO.CCO.CCO.CCO
**E_LUMO**: 0.587 eV
**Relative energy (zero: lowest compared OMol25 entry of this formula, charge and spin)**: 296.2 kJ/mol
**HOMO**: -9.65 eV

Results of the Löwdin charge analysis, in e, for atoms 1 through 6: atom 1 (C): -0.0747, atom 2 (C): -0.2740, atom 3 (O): -0.1434, atom 4 (H): 0.0898, atom 5 (H): 0.0607, atom 6 (H): 0.0452

***

[3]
Molecular formula: C16H50Li2N9O10
Method: DFT, ωB97M-V/def2-TZVPD

Geometry as XYZ:
```
87
Properties=species:S:1:pos:R:3:forces:R:3
Li 3.537353 2.001191 2.087832 -0.17 -0.44 -1.23
Li 3.771658 3.232654 -1.131072 -0.90 -0.02 0.47
C 0.638323 2.532363 0.796056 -0.03 0.57 -1.64
C 1.589385 1.466097 0.200973 -0.34 0.05 2.56
C 1.075623 0.804898 -1.027006 0.43 1.25 -1.30
O 2.958612 1.841409 0.144201 -0.05 0.42 0.61
H -0.384609 2.159886 0.850439 -0.05 -0.22 -0.13
H 0.615997 3.338633 0.062885 -0.17 0.48 0.29
H 0.841051 2.919457 1.794630 0.60 -0.07 0.03
H 1.384611 0.730738 0.979059 0.91 -1.09 0.54
H 0.009561 0.580468 -0.991818 0.19 -0.42 0.08
H 1.761867 0.007785 -1.312960 -0.46 -0.39 0.08
H 1.174275 1.542009 -1.823899 -0.12 0.07 -0.38
C -1.114206 4.208937 -2.437400 -2.16 -1.38 0.98
O -1.386702 3.215773 -1.746384 1.13 0.19 -0.18
N -0.361290 5.236397 -2.122434 2.64 0.96 2.06
N -1.691963 4.444364 -3.583805 -1.56 -1.19 -2.50
H -0.562846 6.087850 -2.626904 0.58 0.21 0.80
H -0.067665 5.178709 -1.157777 0.11 1.03 -0.05
H -1.695889 5.374204 -3.978119 -0.41 -0.63 -0.44
H -2.317108 3.686117 -3.816974 -0.40 0.72 -0.76
C -0.934444 -0.694733 -4.521396 -0.99 -2.28 0.08
O -1.530146 -1.755556 -4.595529 0.14 -0.37 -0.18
N 0.284833 -0.444147 -4.953193 2.66 -0.38 -1.29
N -1.423602 0.351644 -3.908323 -1.82 3.16 1.97
H 0.806265 -1.227174 -5.320722 0.13 0.43 -0.07
H 0.693202 0.465423 -4.791837 0.25 -0.62 -0.34
H -0.875429 1.199779 -3.891883 -0.65 -0.03 0.29
H -2.364897 0.340407 -3.542330 0.30 0.06 -0.26
C -4.556828 1.664908 0.724374 0.64 -0.24 3.45
O -5.337182 0.796959 0.779569 -4.07 -3.52 -0.55
N -3.731023 1.919082 -0.200047 3.90 0.96 -6.31
N -4.165561 2.318964 1.812454 0.33 1.63 2.65
H -2.903262 2.465652 -0.009854 -0.23 -0.12 -0.64
H -3.770085 1.420654 -1.077624 -0.08 0.29 0.17
H -3.585121 3.121546 1.614778 -0.50 0.19 1.24
H -4.685857 2.116340 2.654075 0.18 0.79 -0.04
C 0.186064 -3.599918 -2.094920 2.18 -2.47 0.04
O 0.709122 -4.663459 -2.411378 0.54 0.85 -0.53
N 0.764697 -2.450744 -1.832349 3.48 2.27 -0.35
N -1.047639 -3.539554 -1.778394 -6.70 -1.33 1.47
H 1.722462 -2.450471 -2.152950 0.09 0.69 0.46
H 0.375712 -1.744291 -1.224305 0.29 -0.19 -0.70
H -1.589777 -2.717158 -1.555126 0.37 -0.13 -0.82
H -1.559408 -4.371680 -2.034871 -0.31 0.19 0.04
C -3.082614 -1.104444 2.790353 -1.13 0.27 -1.61
C -1.719151 -1.487408 2.214894 1.12 0.15 2.75
C -0.651440 -0.784283 3.120736 0.19 0.66 -0.73
C 0.756624 -1.332412 3.051018 -1.06 -0.98 -0.17
C 0.648801 -2.772862 3.542844 1.21 1.12 0.74
C -0.269400 -3.649606 2.698260 1.95 0.40 1.41
N -1.591905 -2.946900 2.539478 1.56 -1.77 -3.47
O -2.370530 -3.743217 1.741207 -1.00 0.84 1.68
C 0.449088 -3.936554 1.365125 0.25 0.50 -0.81
C -0.322895 -4.980154 3.417253 -1.45 -0.95 0.61
C -1.483572 -1.190770 0.723803 -0.78 -0.36 -0.30
H -3.184819 -0.022286 2.871557 0.24 0.03 -0.06
H -3.410568 -1.544892 3.731923 0.64 -0.21 0.01
H -3.794008 -1.413200 2.024403 -0.48 0.09 0.20
H -0.625239 0.254486 2.791541 -0.42 0.21 0.16
H -0.955527 -0.834465 4.166258 -0.31 0.17 -0.06
H 1.452272 -0.755140 3.660053 -0.06 0.00 -0.02
H 1.108442 -1.383821 2.020633 0.24 0.36 -0.08
H 0.379532 -2.814056 4.598255 -0.47 0.18 0.04
H 1.693188 -3.082628 3.580242 -0.20 -1.04 -0.39
H 1.493844 -4.160249 1.580851 -0.23 -0.79 0.59
H -0.001718 -4.761680 0.813708 0.12 0.11 -0.11
H 0.684375 -3.092953 0.716230 -0.97 0.23 -0.19
H -0.898784 -5.748161 2.900896 0.30 0.03 -0.46
H 0.688890 -5.336369 3.610885 -0.08 0.10 -0.24
H -0.835922 -4.947873 4.378422 0.14 0.48 0.20
H -0.453365 -1.284809 0.380393 0.05 0.42 0.66
H -1.916736 -0.213021 0.512903 0.34 0.30 0.21
H -2.031627 -1.820206 0.022693 -0.40 -0.24 0.54
H -1.925391 -3.822882 0.894387 0.50 -0.31 -0.85
O 4.536772 -0.561611 -0.886324 0.23 -0.20 -0.36
H 3.886326 0.138563 -0.940326 -0.47 0.46 0.22
H 4.159386 -1.193042 -0.273864 -0.07 -0.27 0.11
O 4.235202 4.674768 0.270008 -0.19 -0.56 -0.23
H 4.533697 4.200877 1.046253 0.26 0.07 0.14
H 4.433353 5.592183 0.457960 0.10 0.44 -0.19
O 6.375880 0.712096 0.775113 0.01 0.90 0.80
H 5.765742 0.844566 0.049575 -0.07 -0.50 -0.33
H 6.249843 -0.201648 1.030886 0.09 -0.27 -0.15
O 2.443947 3.783906 -2.610074 0.77 -0.35 0.23
H 1.543900 4.079707 -2.746666 -0.52 0.39 0.27
H 2.747974 3.530035 -3.481486 0.16 -0.02 -0.42
```
Positions in Å, forces in eV/Å.

Properties
**2S+1**: 2
**Frontier orbital gap (spin up / spin down)**: 7.620 / 5.126 eV
**E_LUMO (spin up / spin down)**: -6.190 / -8.684 eV
**Total charge**: +2
**HOMO (spin up / spin down)**: -13.81 / -13.81 eV

Results of the Löwdin charge analysis, in e, for atoms 1 through 6: atom 1 (Li): 0.8150, atom 2 (Li): 0.7504, atom 3 (C): -0.0483, atom 4 (C): -0.6202, atom 5 (C): -0.0676, atom 6 (O): -0.4308

***

Number 1: total energy -46031.056 eV. Number 2: total energy -33747.432 eV. Number 3: total energy -51685.992 eV.